Entry 1:
DFT (wB97M-V/def2-TZVPD) results for C20H19CuN6O3SSe2 as an isolated structure.

Geometry (Å):
Cu  -0.172  0.465  -1.585
N  -1.733  -2.921  4.147
C  -1.029  -2.699  2.967
C  0.334  -2.986  2.888
C  1.022  -2.816  1.699
C  0.352  -2.361  0.573
C  -1.007  -2.081  0.636
C  -1.694  -2.245  1.825
S  1.246  -2.072  -0.924
O  2.451  -2.847  -0.886
O  0.309  -2.338  -2.008
N  1.497  -0.479  -1.000
C  2.437  0.122  -0.208
N  2.983  -0.535  0.827
C  3.900  0.109  1.533
C  4.282  1.412  1.267
C  3.618  2.018  0.212
N  2.710  1.404  -0.526
H  -1.179  -2.924  4.988
H  -2.587  -2.397  4.248
H  0.854  -3.352  3.766
H  2.080  -3.025  1.629
H  -1.528  -1.735  -0.247
H  -2.756  -2.037  1.873
H  4.337  -0.445  2.359
H  5.036  1.925  1.845
H  3.825  3.052  -0.055
Se  -2.515  3.169  -1.883
Se  -0.213  3.367  -1.914
C  0.097  2.975  -0.054
C  0.703  3.898  0.779
C  1.014  3.495  2.069
C  0.697  2.207  2.468
C  0.063  1.368  1.564
N  -0.232  1.747  0.322
C  -2.867  1.400  -2.554
C  -4.098  1.252  -3.186
C  -4.461  0.001  -3.644
C  -3.577  -1.054  -3.481
C  -2.369  -0.815  -2.862
N  -2.018  0.394  -2.385
H  0.934  4.893  0.424
H  1.504  4.177  2.751
H  0.938  1.851  3.460
H  -0.195  0.347  1.825
H  -4.742  2.109  -3.324
H  -5.413  -0.145  -4.138
H  -3.809  -2.047  -3.837
H  -1.640  -1.604  -2.722
O  0.561  -0.230  -4.039
H  0.587  -1.061  -3.531
H  1.464  0.096  -3.953

The relative energy (zero: lowest compared OMol25 entry of this formula, charge and spin) is 5.9 kJ/mol. The HOMO energy is -7.6 eV. For the LUMO energy, the calculation gives -0.295 eV. The calculated total energy comes out at -222300.3427 eV.



Entry 2:
DFT (wB97M-V/def2-TZVPD) results for a 8-piece molecular cluster, C36H70BF2N13O4S2 overall in a non-equilibrium geometry.

Geometry (Å):
B  -0.381  -0.064  -0.097
H  -0.985  -0.717  0.514
H  -0.940  0.794  -0.438
H  0.425  0.289  0.528
H  -0.040  -0.626  -0.953
C  3.956  0.298  -7.686
C  3.856  1.512  -6.700
N  2.540  1.565  -5.955
C  1.302  1.682  -6.456
C  0.302  1.688  -5.538
N  1.028  1.649  -4.343
C  2.387  1.478  -4.614
C  0.384  1.542  -3.016
H  4.727  0.408  -8.448
H  3.088  0.238  -8.343
H  4.042  -0.659  -7.171
H  3.917  2.427  -7.289
H  4.675  1.563  -5.982
H  1.207  1.643  -7.531
H  -0.777  1.725  -5.564
H  3.144  1.344  -3.856
H  -0.700  1.493  -3.122
H  0.672  2.353  -2.347
H  0.660  0.607  -2.529
C  -2.964  -4.666  7.486
C  -2.385  -3.429  6.808
N  -2.786  -3.287  5.441
C  -4.139  -3.104  5.072
C  -4.113  -3.041  3.636
N  -2.796  -3.135  3.191
C  -1.978  -3.287  4.281
C  -2.350  -3.320  1.820
H  -3.954  -4.908  7.099
H  -3.024  -4.482  8.558
H  -2.343  -5.554  7.369
H  -1.305  -3.460  6.948
H  -2.591  -2.498  7.336
H  -4.963  -3.034  5.766
H  -4.938  -2.948  2.945
H  -0.912  -3.454  4.230
H  -1.704  -2.474  1.586
H  -3.212  -3.438  1.164
H  -1.717  -4.200  1.700
C  0.279  -0.556  6.773
C  1.345  -0.137  5.735
N  1.553  -1.175  4.777
C  2.051  -2.428  5.069
C  2.106  -3.225  3.924
N  1.733  -2.387  2.824
C  1.354  -1.178  3.388
C  1.625  -2.832  1.405
H  -0.666  -0.916  6.366
H  0.177  0.333  7.396
H  0.643  -1.301  7.481
H  2.277  0.046  6.270
H  0.974  0.734  5.195
H  2.303  -2.616  6.102
H  2.417  -4.232  3.689
H  0.912  -0.310  2.922
H  2.658  -3.015  1.109
H  1.255  -2.068  0.721
H  0.990  -3.711  1.295
C  2.534  5.530  -3.057
C  3.633  4.932  -2.142
N  3.065  3.835  -1.386
C  2.012  3.851  -0.491
C  1.842  2.648  0.128
N  2.879  1.882  -0.369
C  3.643  2.595  -1.220
C  3.111  0.556  0.099
H  1.676  5.842  -2.462
H  2.220  4.621  -3.571
H  2.918  6.285  -3.742
H  4.072  5.647  -1.446
H  4.343  4.527  -2.863
H  1.470  4.781  -0.404
H  1.126  2.177  0.784
H  4.571  2.232  -1.635
H  4.151  0.259  -0.036
H  2.400  -0.035  -0.478
H  2.909  0.510  1.169
C  -3.907  6.545  3.141
C  -4.270  5.151  3.607
N  -3.560  4.071  2.962
C  -3.584  3.623  1.655
C  -2.705  2.610  1.418
N  -2.221  2.253  2.665
C  -2.727  3.158  3.580
C  -1.193  1.334  2.921
H  -4.678  7.314  3.130
H  -3.476  6.539  2.140
H  -3.093  6.914  3.766
H  -5.325  4.890  3.534
H  -4.001  5.069  4.661
H  -4.190  4.244  1.012
H  -2.530  2.015  0.534
H  -2.446  3.257  4.618
H  -1.247  0.423  2.324
H  -1.199  0.992  3.956
H  -0.309  1.886  2.602
C  -1.463  -3.092  -1.741
C  -0.752  -2.659  -3.097
N  -1.715  -1.873  -3.805
C  -2.147  -0.666  -3.349
C  -3.176  -0.296  -4.222
N  -3.341  -1.245  -5.242
C  -2.473  -2.243  -4.934
C  -4.149  -1.154  -6.404
H  -2.230  -3.856  -1.871
H  -1.825  -2.212  -1.210
H  -0.681  -3.518  -1.112
H  -0.565  -3.572  -3.663
H  0.077  -1.970  -2.934
H  -1.761  -0.245  -2.433
H  -3.701  0.648  -4.208
H  -2.317  -3.144  -5.508
H  -3.966  -0.279  -7.028
H  -5.162  -1.076  -6.009
H  -4.035  -2.062  -6.996
N  3.998  -2.770  -1.663
S  2.939  -2.585  -2.687
O  2.618  -3.665  -3.560
O  2.613  -1.183  -3.053
F  1.810  -2.903  -1.479
S  5.347  -3.233  -2.643
O  5.461  -2.753  -4.016
O  5.967  -4.523  -2.371
F  6.412  -2.373  -1.808

The HOMO energy (alpha / beta) is -9.3 / -14.8 eV. For the LUMO energy (alpha / beta), the calculation gives -6.175 / -6.162 eV. As for the spin multiplicity: 2. As for the expectation value of S²: 0.7546. Its total charge is +3. The calculated total energy comes out at -93778.6886 eV.



Entry 3:
DFT (wB97M-V/def2-TZVPD) results for one molecule with the formula C3H5NOS in a non-equilibrium geometry.

Geometry (Å):
C  -2.048  -0.749  0.299
C  -1.252  0.003  -0.530
N  0.109  0.137  -0.380
C  0.904  1.034  -0.053
O  2.214  0.752  0.030
S  2.701  -0.783  -0.258
H  -1.665  -1.302  1.046
H  -3.092  -0.869  0.088
H  -1.759  0.481  -1.412
H  0.712  2.154  0.110
H  3.174  -0.859  1.060

The SMILES is C=C/N=C/OS. The relative energy (zero: lowest compared OMol25 entry of this formula, charge and spin) is 299.9 kJ/mol. The HOMO energy is -8.5 eV. For the LUMO energy, the calculation gives 0.743 eV. The calculated total energy comes out at -17562.1592 eV.



Entry 4:
DFT (wB97M-V/def2-TZVPD) results for C21H17BCoF4N4O4 as an isolated structure in a non-equilibrium geometry.

Geometry (Å):
Co  -0.180  -1.191  -0.351
O  1.439  -0.744  -1.118
N  1.920  0.426  -1.111
N  1.067  1.330  -0.800
O  -0.163  1.099  -0.504
C  1.532  2.680  -0.795
C  0.656  3.660  -0.366
C  1.057  4.991  -0.362
C  2.327  5.348  -0.782
C  3.201  4.352  -1.205
C  2.814  3.023  -1.213
H  -0.329  3.352  -0.047
H  0.364  5.753  -0.025
H  2.635  6.386  -0.789
H  4.197  4.619  -1.539
H  3.485  2.241  -1.540
C  -5.396  0.531  -3.402
N  -4.518  -0.193  -2.511
C  -5.020  -0.785  -1.393
C  -4.226  -1.386  -0.496
C  -2.795  -1.333  -0.741
O  -1.993  -1.760  0.132
N  -2.316  -0.815  -1.880
C  -3.112  -0.256  -2.808
O  -2.752  0.211  -3.884
H  -6.216  -0.103  -3.749
H  -4.801  0.846  -4.253
H  -5.819  1.413  -2.910
H  -6.098  -0.742  -1.281
H  -4.605  -1.866  0.394
C  4.123  -1.849  3.241
C  3.792  -2.290  1.938
C  2.563  -2.013  1.407
C  1.589  -1.266  2.129
C  0.320  -0.950  1.539
C  -0.573  -0.274  2.344
C  -0.266  0.120  3.665
C  0.956  -0.156  4.217
C  1.918  -0.860  3.456
C  3.203  -1.162  3.982
H  5.105  -2.060  3.652
H  4.514  -2.858  1.362
H  2.301  -2.355  0.415
H  -1.550  -0.015  1.950
H  -1.008  0.663  4.245
H  1.204  0.160  5.226
H  3.440  -0.840  4.992
F  0.729  -5.536  -0.665
B  0.405  -4.626  -1.694
F  0.145  -3.346  -1.108
F  -0.747  -5.063  -2.375
F  1.486  -4.513  -2.590

The relative energy (zero: lowest compared OMol25 entry of this formula, charge and spin) is 30.2 kJ/mol. The HOMO energy (alpha / beta) is -2.2 / -2.1 eV. For the LUMO energy (alpha / beta), the calculation gives 4.518 / 4.518 eV. As for the spin multiplicity: 2. As for the expectation value of S²: 0.7768. Its total charge is -2. The calculated total energy comes out at -85382.5340 eV.



Entry 5:
DFT (wB97M-V/def2-TZVPD) results for BCdH24O14P as an isolated structure in a non-equilibrium geometry.

Geometry (Å):
Cd  1.245  0.008  -0.813
P  3.271  1.792  -0.176
O  4.465  1.481  0.750
O  3.497  3.129  -0.853
O  1.856  1.581  0.549
O  3.232  0.521  -1.147
B  -0.930  -0.752  -0.121
H  -0.315  0.068  0.456
H  -0.544  -0.853  -1.227
H  -0.897  -1.833  0.411
H  -2.101  -0.488  -0.135
O  1.913  0.983  3.081
H  1.880  1.188  2.093
H  2.353  0.132  3.134
O  -1.019  1.346  3.184
H  -1.215  2.139  3.688
H  -0.052  1.391  3.052
O  -0.164  -3.513  -1.890
H  -0.900  -3.849  -2.411
H  -0.575  -3.029  -1.155
O  1.910  -1.665  0.431
H  1.579  -1.849  1.317
H  2.560  -2.346  0.235
O  -3.308  1.747  0.516
H  -4.071  1.324  0.918
H  -2.681  1.014  0.389
O  -2.887  -1.916  -2.644
H  -2.700  -1.513  -3.497
H  -2.283  -1.463  -2.034
O  -2.596  -1.224  2.732
H  -2.510  -1.361  1.782
H  -1.921  -0.560  2.938
O  1.524  -1.456  -2.575
H  2.178  -1.654  -3.249
H  0.849  -2.167  -2.586
O  0.243  1.451  -2.103
H  0.161  2.361  -1.768
H  -0.339  1.378  -2.862
O  -0.262  3.129  0.281
H  -1.003  2.671  0.693
H  0.558  2.657  0.616

The relative energy (zero: lowest compared OMol25 entry of this formula, charge and spin) is 47.4 kJ/mol. The HOMO energy is 0.3 eV. For the LUMO energy, the calculation gives 4.106 eV. Its total charge is -2. The calculated total energy comes out at -43587.6091 eV.



Entry 6:
DFT (wB97M-V/def2-TZVPD) results for a 2-piece molecular cluster, C5H11NO overall in a non-equilibrium geometry.

Geometry (Å):
C  -1.796  0.459  -2.234
C  -0.768  0.486  -1.388
C  -0.738  0.873  0.041
C  0.369  0.301  0.890
C  -1.790  1.519  0.588
N  -1.876  1.741  1.957
H  -2.752  0.951  -2.123
H  -1.672  -0.051  -3.182
H  0.235  0.257  -1.742
H  0.022  -0.577  1.445
H  1.013  1.023  1.381
H  1.002  -0.275  0.199
H  -2.511  2.036  -0.027
H  -1.154  1.305  2.491
H  -2.296  2.572  2.311
O  4.984  -4.127  -0.118
H  4.664  -3.761  -0.959
H  5.566  -4.797  -0.493

The SMILES is C=C/C(C)=C/N.O. The relative energy (zero: lowest compared OMol25 entry of this formula, charge and spin) is 229.8 kJ/mol. The HOMO energy is -7.4 eV. For the LUMO energy, the calculation gives 0.849 eV. The calculated total energy comes out at -8899.3156 eV.